No. 1
Formula: C23H14BrF10N4NiO2
Source: the OMol25 dataset
Level of theory: ωB97M-V/def2-TZVPD

Results
Frontier orbital gap (alpha / beta), eV: 6.61 / 6.59
Spin multiplicity: 3
Largest force on an atom, hartree/bohr: 0.0264
⟨S²⟩: 2.00
Charge: -1
HOMO (alpha / beta), eV: -4.22 / -4.21

Geometry (Å):
Ni (-0.7094, -0.0455, -0.1102)
C (-3.2183, 1.8235, 0.3104)
N (-2.1791, 1.1697, 1.0973)
C (-2.7655, 0.2072, 2.0251)
C (-3.3640, -0.9746, 1.2689)
N (-2.5429, -1.2578, 0.1157)
C (-2.4726, -2.4976, -0.3936)
C (-1.7519, -2.6722, -1.6173)
F (-1.3060, -1.5365, -2.2101)
C (-1.4857, -3.8791, -2.2010)
F (-0.7953, -3.9546, -3.3457)
C (-1.9805, -5.0427, -1.6263)
F (-1.7448, -6.2435, -2.1927)
C (-2.7604, -4.9344, -0.4952)
F (-3.2907, -6.0482, 0.0383)
C (-3.0185, -3.7086, 0.0911)
F (-3.8442, -3.7151, 1.1724)
C (-1.3702, 2.1566, 1.7978)
C (-0.4054, 2.8493, 0.8476)
N (0.1355, 1.8790, -0.0880)
C (1.1236, 2.2624, -0.9083)
C (1.8359, 3.4922, -0.9289)
F (1.5002, 4.5109, -0.1016)
C (2.9096, 3.7227, -1.7663)
F (3.5443, 4.9019, -1.7091)
C (3.3506, 2.7672, -2.6597)
F (4.4019, 3.0046, -3.4653)
C (2.6639, 1.5648, -2.7222)
F (3.0641, 0.6258, -3.5846)
C (1.5896, 1.3499, -1.9001)
F (0.9073, 0.1864, -2.0042)
H (-3.9172, 2.3689, 0.9606)
H (-3.7697, 1.0801, -0.2623)
H (-2.7658, 2.5227, -0.3919)
H (-3.5318, 0.6812, 2.6578)
H (-1.9662, -0.1617, 2.6712)
H (-4.3797, -0.7168, 0.9300)
H (-3.4582, -1.8084, 1.9676)
H (-0.7925, 1.6316, 2.5564)
H (-1.9947, 2.9078, 2.3038)
H (0.3779, 3.3056, 1.4564)
H (-0.9086, 3.6610, 0.3051)
Br (2.5656, 1.2551, 3.8646)
C (3.0199, 0.4359, 2.1992)
C (4.3084, 0.6114, 1.7305)
C (4.6659, -0.1030, 0.5978)
C (3.7434, -0.9615, 0.0293)
C (2.4660, -1.0369, 0.5723)
N (2.0984, -0.3131, 1.6366)
C (1.4469, -2.0756, 0.0582)
O (1.9297, -3.1141, -0.3705)
O (0.1969, -1.8202, 0.1888)
H (4.9982, 1.2688, 2.2384)
H (5.6662, -0.0077, 0.1951)
H (3.9794, -1.5748, -0.8290)

Cartesian forces, eV/Å:
Ni -1.1 0.1 0.8
C 0.0 -0.1 -0.3
N 0.2 0.0 0.3
C -0.1 -0.4 0.0
C -0.1 0.1 -0.3
N 0.9 0.4 -0.4
C 0.0 -0.4 -0.4
C -0.4 0.4 0.5
F 0.2 -0.2 -0.1
C -0.1 -0.1 0.0
F 0.1 0.0 0.0
C -0.1 0.0 0.0
F 0.0 0.0 0.0
C 0.1 -0.1 -0.2
F -0.1 0.0 0.1
C 0.1 0.3 -0.1
F 0.0 -0.2 0.0
C 0.3 0.1 0.0
C 0.0 -0.1 -0.1
N -0.4 -0.9 -0.3
C 0.7 0.1 -0.4
C -0.2 -0.4 0.0
F 0.1 0.1 0.0
C 0.1 -0.1 -0.2
F 0.0 0.1 0.0
C 0.0 0.1 0.0
F 0.0 0.0 0.0
C 0.1 0.1 0.0
F -0.1 -0.1 -0.1
C -0.4 0.2 0.5
F 0.2 -0.1 -0.1
H 0.1 0.0 0.0
H 0.0 0.0 0.0
H 0.0 0.0 0.0
H 0.1 0.0 0.0
H 0.1 0.1 0.0
H -0.1 0.0 0.2
H 0.0 0.2 0.0
H 0.1 -0.1 0.1
H 0.0 -0.1 0.0
H -0.1 0.1 0.1
H 0.0 0.0 0.1
Br -0.2 0.2 0.0
C -0.1 -0.2 -0.1
C 0.1 0.1 0.0
C -0.1 0.0 0.0
C -0.1 0.0 -0.2
C -0.4 0.0 0.1
N 0.2 0.0 0.2
C 0.2 0.0 0.1
O 0.0 0.1 -0.1
O 0.4 0.9 0.0
H 0.0 0.0 0.0
H 0.0 0.0 -0.1
H 0.0 0.0 0.0


No. 2
Formula: C5H13NO2
Source: the OMol25 dataset
Level of theory: ωB97M-V/def2-TZVPD

Results
Energy relative to the best compared isomer or geometry (same formula, charge and spin), kJ/mol: 236.6
Frontier orbital gap, eV: 10.76
Spin multiplicity: 1
Structure (SMILES): CCCCNC=O.O
Largest force on an atom, hartree/bohr: 0.1177
HOMO, eV: -9.94

Geometry (Å):
C (-2.2936, -2.3423, -0.4884)
C (-0.6652, -1.9137, -0.3939)
C (-0.5976, -0.4702, 0.1574)
C (0.1642, 0.5109, -0.6564)
N (1.4921, -0.0615, -1.0962)
C (2.6150, 0.6420, -0.6384)
O (2.5081, 1.7654, -0.2690)
H (-2.3715, -3.3473, -0.3745)
H (-2.7737, -1.6406, 0.2868)
H (-2.5057, -1.9826, -1.5368)
H (-0.3289, -2.1189, -1.4337)
H (-0.0670, -2.3507, 0.2761)
H (-1.6410, -0.1098, 0.2879)
H (-0.2965, -0.4880, 1.2418)
H (-0.4787, 0.8662, -1.5377)
H (0.4077, 1.5255, -0.1345)
H (1.4452, -1.0495, -1.1571)
H (3.5502, 0.1537, -0.8673)
O (0.2759, 4.2805, 2.9551)
H (0.3687, 3.7348, 2.1697)
H (1.1923, 4.3961, 3.2091)

Cartesian forces, eV/Å:
C 3.1 5.2 0.0
C -4.2 1.7 -2.4
C -1.5 0.2 1.1
C 0.8 2.5 -1.1
N -1.0 2.1 1.3
C -1.8 -1.7 -2.0
O 0.7 1.8 1.1
H -0.8 -2.8 0.4
H 0.2 -1.8 -1.2
H -0.4 -0.6 1.3
H 0.3 0.6 0.7
H 1.8 -3.1 2.2
H 0.6 0.2 -0.5
H 0.4 -0.2 -1.0
H 1.1 -0.8 0.8
H -0.5 -2.1 -0.6
H 0.7 -0.8 -0.1
H 0.7 -0.5 0.3
O 0.1 -0.1 -0.1
H -0.2 -0.1 -0.2
H 0.2 0.2 0.3


No. 3
Formula: C19H42Cl2NO6
Source: the OMol25 dataset
Level of theory: ωB97M-V/def2-TZVPD

Results
Energy relative to the best compared isomer or geometry (same formula, charge and spin), kJ/mol: 0.0
Frontier orbital gap, eV: 4.88
Spin multiplicity: 1
Largest force on an atom, hartree/bohr: 0.0057
Charge: -1
HOMO, eV: -2.31

Geometry (Å):
C (-0.2380, 2.4664, 2.2399)
C (-0.4073, 1.0105, 1.8569)
N (0.1078, 0.6451, 0.7496)
C (-1.2238, 0.0902, 2.7639)
C (-2.4264, -0.5956, 2.1210)
C (-3.2535, 0.3531, 1.3246)
Cl (-4.6573, -0.5680, 0.5741)
C (-3.7762, 1.5841, 2.0630)
C (-4.5485, 2.5650, 1.1802)
Cl (-4.7369, 1.1535, 3.5272)
H (0.8124, 2.7580, 2.1489)
H (-0.5808, 2.6690, 3.2571)
H (-0.8155, 3.0934, 1.5525)
H (-0.1384, -0.3382, 0.5878)
H (-0.5413, -0.7144, 3.0757)
H (-1.4864, 0.6428, 3.6776)
H (-2.0803, -1.3966, 1.4527)
H (-2.7790, 0.7897, 0.4168)
H (-2.8914, 2.0775, 2.4705)
H (-5.4026, 2.9840, 1.7126)
H (-4.9162, 2.0603, 0.2844)
H (-3.9014, 3.3899, 0.8699)
C (5.9901, 2.3812, -0.1433)
O (4.7265, 2.4378, 0.4789)
C (3.6832, 1.8638, -0.3013)
C (3.3410, 0.4571, 0.1280)
O (4.4341, -0.4392, -0.0560)
C (5.1379, -0.7154, 1.1343)
H (6.7299, 2.6877, 0.5958)
H (6.2267, 1.3717, -0.4903)
H (6.0426, 3.0673, -0.9979)
H (3.9646, 1.8720, -1.3609)
H (2.7939, 2.4854, -0.1777)
H (2.4996, 0.1005, -0.4666)
H (3.0155, 0.4567, 1.1719)
H (4.5414, -1.3379, 1.8114)
H (5.4209, 0.2006, 1.6608)
H (6.0397, -1.2626, 0.8594)
C (0.3964, 0.9161, -5.3519)
O (1.1490, 2.1133, -5.4278)
C (0.3581, 3.2868, -5.3900)
C (0.2788, 3.8987, -4.0054)
O (-0.3955, 3.0679, -3.0883)
C (0.4660, 2.3466, -2.2181)
H (1.1039, 0.1009, -5.2111)
H (-0.3041, 0.9302, -4.5151)
H (-0.1608, 0.7459, -6.2805)
H (-0.6556, 3.0729, -5.7490)
H (0.8137, 4.0103, -6.0734)
H (-0.2759, 4.8409, -4.0761)
H (1.2895, 4.1289, -3.6476)
H (0.9127, 3.0153, -1.4753)
H (1.2630, 1.8485, -2.7777)
H (-0.1267, 1.6082, -1.6845)
C (-1.5462, -7.0495, 1.1105)
O (-1.8158, -6.3945, 2.3302)
C (-0.9978, -5.2530, 2.5514)
C (-1.6611, -3.9555, 2.1437)
O (-1.8919, -3.8942, 0.7494)
C (-3.2470, -4.0940, 0.3898)
H (-2.3285, -7.7936, 0.9628)
H (-1.5502, -6.3530, 0.2689)
H (-0.5753, -7.5606, 1.1424)
H (-0.0504, -5.3651, 2.0096)
H (-0.7735, -5.2169, 3.6212)
H (-1.0045, -3.1214, 2.4097)
H (-2.5957, -3.8122, 2.6933)
H (-3.8694, -3.2991, 0.8066)
H (-3.6191, -5.0681, 0.7265)
H (-3.2927, -4.0471, -0.6977)

Cartesian forces, eV/Å:
C 0.1 0.0 0.1
C 0.1 0.1 0.0
N 0.0 0.0 0.0
C 0.0 -0.2 0.0
C 0.1 0.1 -0.2
C 0.3 -0.1 0.1
Cl -0.2 0.0 -0.1
C 0.1 0.1 0.0
C 0.0 0.0 0.0
Cl 0.0 0.0 0.0
H -0.1 0.0 0.0
H 0.0 0.0 -0.1
H 0.0 0.0 0.0
H 0.0 0.0 0.0
H 0.0 0.1 0.1
H 0.0 0.0 -0.1
H -0.1 0.1 0.0
H -0.1 0.0 0.0
H -0.1 0.0 0.0
H 0.1 0.0 0.0
H 0.0 0.0 0.1
H 0.0 -0.1 0.0
C 0.0 0.0 0.0
O 0.0 0.0 0.0
C 0.0 0.0 -0.1
C 0.0 -0.1 0.1
O 0.0 0.1 0.0
C 0.0 0.0 0.0
H 0.0 0.0 0.0
H 0.0 0.0 0.0
H 0.0 0.0 0.0
H 0.0 0.0 0.0
H 0.0 0.0 0.0
H 0.0 0.0 0.0
H 0.0 0.0 0.0
H 0.0 0.0 0.0
H 0.0 0.0 0.0
H 0.0 0.0 0.0
C 0.0 0.0 0.0
O 0.0 0.0 0.0
C -0.1 0.0 0.0
C 0.0 0.0 0.0
O 0.0 -0.1 -0.1
C 0.0 0.0 0.0
H 0.0 0.0 0.0
H 0.0 0.0 0.0
H 0.0 0.0 0.0
H 0.0 0.0 0.0
H 0.0 0.0 0.0
H 0.0 0.0 0.0
H 0.0 0.0 0.0
H 0.0 0.0 0.0
H 0.0 0.0 0.0
H 0.0 0.0 0.0
C 0.0 0.0 0.0
O 0.0 0.0 0.0
C 0.1 0.0 -0.1
C 0.0 0.1 0.1
O 0.1 -0.3 -0.1
C 0.0 0.1 0.0
H 0.0 0.0 0.0
H 0.0 0.0 0.0
H 0.0 0.0 0.0
H 0.0 0.0 0.0
H 0.0 0.0 0.0
H 0.0 0.0 0.0
H 0.0 0.0 0.0
H 0.0 0.0 0.0
H 0.0 0.0 0.0
H 0.0 0.0 0.0


No. 4
Formula: C16H15BrCoO7Si
Source: the OMol25 dataset
Level of theory: ωB97M-V/def2-TZVPD

Results
Frontier orbital gap (alpha / beta), eV: 7.08 / 6.15
Spin multiplicity: 5
Largest force on an atom, hartree/bohr: 0.0846
⟨S²⟩: 6.03
Charge: -1
HOMO (alpha / beta), eV: -5.98 / -6.60

Geometry (Å):
Co (0.7780, 0.5321, -1.0996)
O (-0.6543, -4.1898, -4.7470)
C (-0.1604, -3.3099, -4.0549)
C (0.9497, -2.2463, -4.2734)
O (1.7085, -2.2782, -5.2233)
C (0.7991, -1.3338, -3.2063)
C (-0.2004, -1.7706, -2.1923)
O (-0.3345, -1.1731, -1.1405)
C (-0.8115, -3.0219, -2.5678)
O (-1.6577, -3.7633, -2.1261)
O (1.5999, -0.4023, -3.0005)
Br (-4.1762, 4.8287, 2.3569)
C (-3.3686, 3.3641, 1.4151)
C (-3.2585, 2.2166, 2.1464)
C (-2.7190, 1.1097, 1.4851)
C (-2.1344, 1.2315, 0.2572)
C (-2.1177, 2.4525, -0.4070)
C (-2.7785, 3.5620, 0.1544)
C (-1.3291, 2.7232, -1.7700)
O (-1.8120, 3.6100, -2.4561)
O (-0.2790, 2.0277, -1.9623)
H (-3.6179, 2.0428, 3.1558)
H (-2.7974, 0.1779, 2.0804)
H (-1.6475, 0.3684, -0.2928)
H (-2.9047, 4.5353, -0.3132)
C (3.0492, -0.3320, 3.1836)
Si (2.0238, -0.5494, 1.6078)
C (0.3098, -1.0252, 2.1470)
C (2.6407, -1.9989, 0.6727)
C (1.9790, 0.8895, 0.4012)
H (3.1086, -1.2612, 3.6891)
H (2.6700, 0.4159, 3.9227)
H (4.0361, -0.0013, 2.8859)
H (0.4198, -1.5259, 3.1493)
H (-0.2735, -1.7123, 1.5040)
H (-0.2265, -0.0944, 2.3683)
H (2.6891, -2.8689, 1.3408)
H (3.6439, -1.7839, 0.3503)
H (2.0408, -2.1705, -0.2595)
H (2.9788, 0.8845, -0.1138)
H (1.8345, 1.8408, 0.9323)

Cartesian forces, eV/Å:
Co -0.5 1.0 -0.8
O 1.7 1.8 0.8
C -2.1 -1.3 1.0
C -0.9 -3.0 -3.1
O -0.1 0.5 0.8
C 0.9 1.1 2.0
C 1.0 0.2 -0.9
O -0.5 0.8 1.6
C -0.2 -2.1 -3.3
O 0.6 0.9 0.6
O -0.8 0.4 0.7
Br 0.0 0.2 -0.3
C 0.5 1.2 0.1
C 0.0 -1.4 -0.6
C -0.4 -0.6 1.8
C 1.1 -1.0 -1.8
C 0.3 1.4 -0.8
C -0.6 -0.9 0.9
C -1.3 -0.1 1.6
O 0.5 -0.2 -0.3
O 0.3 -0.6 -0.2
H -0.2 0.5 -0.2
H 0.5 0.4 -0.9
H -0.8 1.0 1.1
H 0.4 -0.4 -0.2
C -0.5 1.5 -0.2
Si -0.7 1.0 -0.4
C -0.4 -0.4 1.5
C 0.1 -0.6 -0.6
C 1.2 -0.5 0.7
H 0.2 -1.1 0.6
H 0.1 -0.5 -0.7
H 0.4 0.0 0.1
H -0.2 0.2 -0.8
H 0.3 0.6 0.1
H -0.3 -0.2 -0.2
H -0.2 -0.1 -0.4
H 0.7 0.0 -0.3
H 0.4 -0.1 1.0
H -0.5 0.3 0.5
H 0.0 -0.1 -0.3


What is the formula in the first record? C23H14BrF10N4NiO2